C9H28FFeO5S4 | ωB97M-V/def2-TZVPD

```
! wB97M-V def2-TZVPD RIJCOSX def2/J DEFGRID3
* xyz 1 5
Fe 7.174 30.935 0.306
F 8.559 31.691 -1.080
C 4.436 30.842 -0.924
O 5.526 31.676 -0.787
H 4.280 30.079 -0.161
H 3.505 31.410 -0.930
H 4.426 30.140 -1.758
H 5.371 32.266 -1.529
C 8.378 27.056 0.204
S 7.013 27.723 -0.876
O 6.782 29.121 -0.280
C 8.153 28.091 -2.277
H 8.990 27.918 0.466
H 9.051 26.341 -0.268
H 8.037 26.517 1.088
H 7.612 28.577 -3.089
H 8.675 27.207 -2.644
H 8.847 28.892 -2.024
C 11.044 31.131 0.754
S 9.888 30.649 2.221
O 8.559 30.278 1.549
C 10.677 29.043 2.582
H 10.903 32.163 0.435
H 10.729 30.508 -0.083
H 12.040 30.975 1.170
H 10.110 28.483 3.326
H 11.624 29.251 3.080
H 10.757 28.460 1.664
C 5.750 30.265 4.596
S 4.919 30.087 2.970
O 5.978 30.352 1.891
C 4.391 28.314 3.151
H 5.014 30.209 5.398
H 6.306 31.202 4.644
H 6.416 29.402 4.620
H 3.925 28.238 4.133
H 5.232 27.623 3.204
H 3.766 28.134 2.276
C 9.166 34.726 2.095
S 7.511 34.008 1.885
O 7.535 32.647 1.243
C 6.917 33.788 3.619
H 9.810 34.100 2.713
H 9.096 35.729 2.516
H 9.721 34.795 1.159
H 6.902 34.704 4.210
H 7.530 33.067 4.160
H 6.002 33.208 3.496
*
```

As for the highest occupied orbital energy (spin up / spin down): -11.01 / -9.40 eV. For the orbital gap (spin up / spin down), the calculation gives 8.99 / 7.39 eV. The lowest unoccupied orbital energy (spin up / spin down) comes out at -2.0 / -2.0 eV.

---

C9H28O5 | ωB97M-V/def2-TZVPD

```
! wB97M-V def2-TZVPD RIJCOSX def2/J DEFGRID3
* xyz 0 1
C 1.101 2.712 -2.387
C 2.343 2.015 -1.664
C 2.781 2.639 -0.353
O 1.903 0.619 -1.434
H 1.212 3.738 -2.557
H 0.210 2.510 -1.797
H 0.712 2.167 -3.454
H 3.048 2.024 -2.440
H 3.013 3.726 -0.346
H 3.935 2.449 0.064
H 2.115 2.524 0.557
H 1.562 0.624 -2.368
C -2.331 -1.689 -1.405
C -2.924 -2.994 -1.019
C -4.281 -2.783 -0.322
O -3.195 -3.784 -2.155
H -2.093 -0.891 -0.736
H -3.004 -1.239 -2.036
H -1.600 -1.938 -2.188
H -2.332 -3.556 -0.269
H -4.956 -2.213 -0.914
H -4.234 -2.050 0.460
H -4.722 -3.732 0.176
H -2.474 -3.719 -2.735
C -2.665 1.907 0.481
O -2.509 1.522 1.825
H -3.228 1.418 -0.048
H -1.644 1.782 0.161
H -3.037 3.037 0.293
H -1.934 1.951 2.360
C 4.449 -1.123 3.112
O 4.215 -0.381 1.930
H 4.579 -0.358 4.028
H 5.426 -1.762 3.052
H 3.631 -1.698 3.407
H 3.402 -0.599 1.575
C 0.335 -0.566 1.780
O 1.427 -0.900 1.002
H 0.498 -0.661 2.799
H -0.629 -1.018 1.577
H 0.336 0.565 1.730
H 1.560 -0.274 0.255
*
```

As for the highest occupied orbital energy: -9.73 eV. For the orbital gap, the calculation gives 10.20 eV. The SMILES is CC(C)O.CC(C)O.CO.CO.CO. The lowest unoccupied orbital energy comes out at 0.5 eV.

---

C9H29BClO5P | ωB97M-V/def2-TZVPD

```
! wB97M-V def2-TZVPD RIJCOSX def2/J DEFGRID3
* xyz 0 1
C 2.248 -0.299 -1.882
P 0.753 0.453 -1.130
O 0.567 1.764 -2.170
B -0.607 -0.799 -1.794
Cl -0.804 -1.051 -3.500
H 2.055 -0.809 -2.828
H 2.666 -0.978 -1.137
H 2.939 0.525 -2.073
H -0.349 1.903 -2.450
H -1.323 -1.365 -1.044
C -6.050 -0.485 -0.347
C -4.926 -0.741 -1.334
O -3.782 -1.313 -0.714
H -5.710 0.171 0.455
H -6.904 -0.020 -0.841
H -6.388 -1.422 0.101
H -4.584 0.196 -1.775
H -5.276 -1.383 -2.150
H -4.033 -2.159 -0.321
C 6.363 -1.452 0.012
C 5.728 -0.142 0.440
O 4.670 -0.337 1.375
H 5.613 -2.108 -0.433
H 7.156 -1.284 -0.717
H 6.797 -1.970 0.870
H 5.284 0.362 -0.418
H 6.481 0.525 0.872
H 5.048 -0.770 2.147
C 2.192 4.310 0.335
C 0.949 5.013 -0.176
O 0.774 4.849 -1.578
H 3.077 4.681 -0.184
H 2.320 4.474 1.406
H 2.122 3.233 0.164
H 1.018 6.089 -0.012
H 0.066 4.651 0.363
H 0.710 3.903 -1.748
C -2.598 -2.916 3.526
C -3.143 -2.514 2.172
O -3.278 -3.627 1.284
H -1.628 -3.402 3.416
H -2.480 -2.043 4.168
H -3.273 -3.615 4.027
H -2.470 -1.826 1.663
H -4.111 -2.011 2.273
H -3.882 -4.261 1.684
*
```

As for the highest occupied orbital energy: -8.35 eV. For the orbital gap, the calculation gives 8.05 eV. The SMILES is CP(O)BCl.CCO.CCO.CCO.CCO. The lowest unoccupied orbital energy comes out at -0.3 eV.

---

C9H29FNO6Zr | ωB97M-V/def2-TZVPD

```
! wB97M-V def2-TZVPD RIJCOSX def2/J DEFGRID3
* xyz 4 2
Zr 0.410 -4.630 -0.889
F 1.237 -2.976 0.291
O -1.478 -3.528 0.290
H -1.864 -2.657 0.380
H -1.894 -4.047 0.978
O 3.839 -2.215 0.565
H 4.155 -3.082 0.311
H 2.891 -2.320 0.648
O 0.473 -1.107 2.570
H 0.783 -1.559 1.786
H 1.052 -1.413 3.268
O 2.474 -5.434 -0.244
H 3.330 -5.518 -0.664
H 2.653 -5.535 0.690
O 2.177 -3.837 -2.331
H 2.494 -3.033 -2.743
H 2.467 -4.537 -2.916
C -2.666 3.148 1.565
C -1.927 2.334 0.556
C -2.032 3.250 -0.681
C -1.131 2.844 -1.878
C 0.301 2.601 -1.450
C 0.423 1.605 -0.264
N -0.526 2.047 0.840
O -0.295 1.488 2.142
C 0.137 0.097 -0.649
C 1.873 1.638 0.148
C -2.753 1.012 0.343
H -2.403 2.708 2.527
H -3.727 3.117 1.317
H -2.236 4.149 1.601
H -3.068 3.295 -1.016
H -1.545 4.167 -0.346
H -1.174 3.727 -2.515
H -1.554 1.961 -2.356
H 0.661 3.585 -1.152
H 0.946 2.160 -2.211
H 1.013 -0.452 -0.992
H -0.180 -0.559 0.162
H -0.661 0.002 -1.385
H 2.661 1.718 -0.601
H 2.029 2.509 0.784
H 2.082 0.694 0.650
H -2.643 0.361 1.210
H -2.636 0.455 -0.587
H -3.824 1.214 0.316
H -0.345 0.552 1.934
*
```

As for the highest occupied orbital energy (spin up / spin down): -21.80 / -21.81 eV. For the orbital gap (spin up / spin down), the calculation gives 4.04 / 4.03 eV. The lowest unoccupied orbital energy (spin up / spin down) comes out at -17.8 / -17.8 eV.

---

C9H29INO6 | ωB97M-V/def2-TZVPD

```
! wB97M-V def2-TZVPD RIJCOSX def2/J DEFGRID3
* xyz -1 1
I -3.014 0.146 0.261
O -6.247 1.811 -0.128
H -5.387 1.370 -0.009
H -6.055 2.738 0.037
O -2.660 -3.198 1.612
H -2.117 -3.303 2.400
H -2.578 -2.250 1.415
O -4.708 -1.232 -2.669
H -4.214 -0.828 -1.936
H -5.364 -0.561 -2.883
O -0.503 -0.860 2.553
H -1.393 -0.501 2.423
H -0.074 -0.627 1.711
O -3.586 2.567 -2.383
H -3.375 2.009 -1.614
H -3.836 3.412 -2.002
C 0.967 2.290 1.024
C 1.869 1.186 0.425
C 2.731 0.653 1.567
C 3.413 -0.665 1.208
C 2.385 -1.671 0.718
C 1.506 -1.184 -0.410
N 0.994 0.128 -0.060
O 0.148 0.604 -1.091
C 2.293 -1.207 -1.742
C 0.321 -2.132 -0.525
C 2.710 1.856 -0.670
H 0.337 1.864 1.808
H 0.288 2.696 0.273
H 1.578 3.103 1.417
H 3.486 1.413 1.768
H 2.090 0.493 2.436
H 3.871 -1.093 2.107
H 4.211 -0.492 0.481
H 1.724 -1.951 1.549
H 2.864 -2.603 0.405
H 3.324 -0.876 -1.631
H 2.259 -2.198 -2.197
H 1.796 -0.549 -2.464
H -0.424 -1.788 -1.248
H 0.616 -3.143 -0.806
H -0.244 -2.171 0.415
H 3.293 2.691 -0.272
H 2.043 2.270 -1.430
H 3.381 1.173 -1.194
H -0.720 0.609 -0.651
*
```

As for the highest occupied orbital energy: -5.63 eV. For the orbital gap, the calculation gives 8.42 eV. The lowest unoccupied orbital energy comes out at 2.8 eV.

---

C9H29N3O7 | ωB97M-V/def2-TZVPD

```
! wB97M-V def2-TZVPD RIJCOSX def2/J DEFGRID3
* xyz 0 1
C 2.856 -2.031 -3.286
N 3.220 -1.741 -1.902
C 2.854 -0.615 -1.299
C 3.322 -0.373 0.065
O 2.219 0.180 -1.962
H 3.446 -2.888 -3.572
H 2.910 -1.187 -3.977
H 1.834 -2.368 -3.240
H 3.657 -2.456 -1.369
H 3.827 0.623 0.026
H 4.023 -1.074 0.386
H 2.503 -0.337 0.816
C -2.627 2.955 -2.069
N -2.660 1.471 -2.163
C -3.232 0.631 -1.274
C -4.050 1.335 -0.222
O -3.076 -0.599 -1.390
H -2.049 3.331 -1.240
H -3.640 3.348 -2.078
H -1.979 3.262 -2.927
H -2.130 0.904 -2.790
H -4.736 0.632 0.256
H -4.571 2.198 -0.588
H -3.387 1.827 0.536
C 0.425 0.615 3.707
N 0.729 -0.610 3.053
C 2.020 -1.020 2.982
C 2.160 -2.426 2.328
O 3.000 -0.433 3.444
H 1.126 1.338 3.428
H 0.479 0.544 4.801
H -0.597 0.959 3.509
H -0.002 -0.903 2.363
H 1.814 -2.483 1.281
H 1.645 -3.108 2.968
H 3.234 -2.611 2.311
O -0.853 1.977 1.142
H -0.552 2.245 0.217
H -0.064 2.098 1.702
O 0.666 2.304 -1.500
H 1.347 2.991 -1.338
H 1.192 1.455 -1.611
O -0.809 -1.014 0.341
H -1.005 -0.069 0.401
H -1.488 -1.379 -0.292
O -4.230 -2.850 0.174
H -3.959 -2.473 -0.663
H -4.812 -2.175 0.516
*
```

As for the highest occupied orbital energy: -9.56 eV. For the orbital gap, the calculation gives 10.03 eV. The SMILES is CNC(C)=O.CNC(C)=O.CNC(C)=O.O.O.O.O. The lowest unoccupied orbital energy comes out at 0.5 eV.

---

C9H2Cl7O5Os | ωB97M-V/def2-TZVPD

```
! wB97M-V def2-TZVPD RIJCOSX def2/J DEFGRID3
* xyz 1 5
Os 0.068 0.862 -0.365
Cl 2.218 -6.402 1.557
C 1.553 -4.843 1.498
C 1.725 -4.047 0.392
Cl 2.613 -4.727 -0.926
C 1.068 -2.770 0.179
Cl 0.929 -1.966 -1.045
C 0.482 -2.245 1.473
O 0.133 -0.998 1.542
C 0.320 -3.081 2.609
Cl -0.474 -2.420 3.964
C 0.802 -4.360 2.624
Cl 0.554 -5.363 3.963
O -2.752 -2.209 -1.555
C -1.684 -1.718 -1.547
O -1.434 -0.247 -1.514
C -0.367 -2.281 -1.510
O 1.846 -2.415 -1.932
O 0.825 -0.727 -0.653
Cl 1.560 2.382 0.768
C 0.232 3.587 0.924
Cl -1.097 2.853 -0.032
H 0.539 4.535 0.493
H -0.059 3.672 1.965
*
```

As for the highest occupied orbital energy (spin up / spin down): -11.97 / -11.94 eV. For the orbital gap (spin up / spin down), the calculation gives 7.79 / 5.63 eV. The lowest unoccupied orbital energy (spin up / spin down) comes out at -4.2 / -6.3 eV.

---

C9H30O6 | ωB97M-V/def2-TZVPD

```
! wB97M-V def2-TZVPD RIJCOSX def2/J DEFGRID3
* xyz 0 1
C 2.615 -4.425 -3.336
C 4.152 -4.447 -3.814
C 4.248 -5.367 -4.907
O 4.392 -3.141 -4.126
H 2.470 -3.515 -2.753
H 2.360 -5.306 -2.747
H 1.884 -4.413 -4.145
H 4.816 -4.684 -2.983
H 4.909 -5.162 -5.748
H 3.302 -5.524 -5.427
H 4.456 -6.320 -4.420
H 3.867 -2.863 -4.879
C -4.426 2.215 2.450
C -5.674 1.528 2.708
C -5.847 0.364 1.751
O -5.713 0.885 3.998
H -4.585 2.743 1.510
H -3.551 1.577 2.328
H -4.141 2.848 3.290
H -6.479 2.252 2.587
H -5.784 0.654 0.702
H -6.847 -0.069 1.800
H -5.043 -0.359 1.886
H -4.929 0.336 4.072
C 1.968 3.727 3.606
C 2.530 2.320 3.473
C 3.204 1.866 4.762
O 1.573 1.415 3.186
H 1.517 4.046 2.667
H 2.865 4.290 3.864
H 1.337 3.836 4.488
H 3.177 2.412 2.601
H 3.332 0.787 4.849
H 2.584 2.023 5.645
H 4.155 2.398 4.804
H 0.916 1.558 3.871
O 0.194 1.997 -5.091
H 0.327 1.727 -4.182
H 0.530 2.893 -5.127
O -3.506 0.513 -3.757
H -3.177 -0.366 -3.568
H -2.942 0.833 -4.461
O -0.191 0.592 -0.831
H -1.117 0.656 -0.599
H 0.272 0.667 0.004
*
```

As for the highest occupied orbital energy: -9.77 eV. For the orbital gap, the calculation gives 10.05 eV. The SMILES is CC(C)O.CC(C)O.CC(C)O.O.O.O. The lowest unoccupied orbital energy comes out at 0.3 eV.

---

Copy entry 6 word for word.
C9H29N3O7 | ωB97M-V/def2-TZVPD

```
! wB97M-V def2-TZVPD RIJCOSX def2/J DEFGRID3
* xyz 0 1
C 2.856 -2.031 -3.286
N 3.220 -1.741 -1.902
C 2.854 -0.615 -1.299
C 3.322 -0.373 0.065
O 2.219 0.180 -1.962
H 3.446 -2.888 -3.572
H 2.910 -1.187 -3.977
H 1.834 -2.368 -3.240
H 3.657 -2.456 -1.369
H 3.827 0.623 0.026
H 4.023 -1.074 0.386
H 2.503 -0.337 0.816
C -2.627 2.955 -2.069
N -2.660 1.471 -2.163
C -3.232 0.631 -1.274
C -4.050 1.335 -0.222
O -3.076 -0.599 -1.390
H -2.049 3.331 -1.240
H -3.640 3.348 -2.078
H -1.979 3.262 -2.927
H -2.130 0.904 -2.790
H -4.736 0.632 0.256
H -4.571 2.198 -0.588
H -3.387 1.827 0.536
C 0.425 0.615 3.707
N 0.729 -0.610 3.053
C 2.020 -1.020 2.982
C 2.160 -2.426 2.328
O 3.000 -0.433 3.444
H 1.126 1.338 3.428
H 0.479 0.544 4.801
H -0.597 0.959 3.509
H -0.002 -0.903 2.363
H 1.814 -2.483 1.281
H 1.645 -3.108 2.968
H 3.234 -2.611 2.311
O -0.853 1.977 1.142
H -0.552 2.245 0.217
H -0.064 2.098 1.702
O 0.666 2.304 -1.500
H 1.347 2.991 -1.338
H 1.192 1.455 -1.611
O -0.809 -1.014 0.341
H -1.005 -0.069 0.401
H -1.488 -1.379 -0.292
O -4.230 -2.850 0.174
H -3.959 -2.473 -0.663
H -4.812 -2.175 0.516
*
```

As for the highest occupied orbital energy: -9.56 eV. For the orbital gap, the calculation gives 10.03 eV. The SMILES is CNC(C)=O.CNC(C)=O.CNC(C)=O.O.O.O.O. The lowest unoccupied orbital energy comes out at 0.5 eV.